The following is a DFT calculation (the ωB97M-V functional and the def2-TZVPD basis) of a molecular structure, C32H47BN5O5PPbSe2.

The geometry in XYZ format:
```
94
Properties=species:S:1:pos:R:3:forces:R:3:mulliken_charge:R:1
Pb -0.16594 -0.58811 -1.95654 -0.386 -0.432 -0.041 0.45
C 1.24266 -3.85677 -1.34757 0.106 -0.043 -0.071 -0.75
O -0.08504 -3.35880 -1.43665 -0.208 0.245 0.124 0.01
C -0.84390 -3.58091 -0.24859 -0.341 0.006 -0.128 -0.34
C -2.32459 -3.52634 -0.56908 0.149 -0.089 -0.002 -0.87
O -2.78468 -2.21987 -0.91450 0.183 0.059 -0.145 0.13
C -3.99099 -2.32271 -1.66677 -0.075 0.147 -0.021 -0.54
C -4.58948 -0.95997 -1.96336 0.161 -0.150 0.084 -0.74
O -3.72031 -0.11963 -2.68810 0.167 0.102 0.052 -0.06
C -3.83377 -0.24725 -4.10046 0.030 0.014 0.012 -0.77
H 1.84543 -3.27413 -0.64231 -0.030 -0.018 0.048 0.22
H 1.24637 -4.90673 -1.04491 -0.035 0.018 0.023 0.40
H 1.67476 -3.77873 -2.34394 -0.004 0.002 0.015 0.11
H -0.64113 -4.58739 0.13046 0.035 0.006 0.026 0.59
H -0.57491 -2.85828 0.52489 0.043 0.040 0.052 -0.06
H -2.50572 -4.20924 -1.40581 -0.035 -0.007 -0.003 0.44
H -2.89443 -3.88550 0.29440 0.046 -0.071 0.016 0.35
H -3.79497 -2.85105 -2.60701 0.050 -0.029 0.002 0.36
H -4.72796 -2.90908 -1.10495 -0.022 -0.016 -0.022 0.43
H -5.52982 -1.11545 -2.50227 -0.047 0.030 0.039 0.45
H -4.82293 -0.44210 -1.02991 -0.043 -0.035 0.033 0.18
H -4.70116 0.30502 -4.47075 -0.014 -0.011 0.013 0.29
H -2.92669 0.16974 -4.53451 -0.033 0.000 -0.019 0.20
H -3.92480 -1.29114 -4.41265 0.053 -0.013 0.037 0.35
Se 2.89056 -1.35033 -4.99526 0.165 -0.026 -0.245 0.05
Se 2.76224 -0.91603 -2.71324 0.261 0.050 0.079 -0.01
C 2.51856 0.99751 -2.81948 -0.164 -0.084 -0.002 0.52
C 3.52956 1.85093 -3.22598 0.010 -0.036 0.004 -0.74
C 3.26504 3.21183 -3.24905 -0.025 -0.032 -0.003 -0.34
C 2.00853 3.66104 -2.86917 -0.006 0.009 0.009 -0.99
C 1.06029 2.73091 -2.48565 -0.002 -0.017 -0.052 -0.49
N 1.30835 1.42015 -2.45803 0.147 0.180 0.043 0.26
C 1.42678 -2.57867 -5.28406 -0.109 -0.001 0.036 0.27
C 1.55962 -3.45629 -6.35447 0.154 0.091 0.026 -0.74
C 0.52249 -4.33876 -6.59804 -0.030 0.093 0.023 -0.44
C -0.59039 -4.31030 -5.76726 0.010 -0.075 -0.058 -0.83
C -0.61181 -3.40010 -4.72775 -0.070 -0.026 0.015 -0.20
N 0.37789 -2.53850 -4.49118 0.036 0.116 0.226 0.23
H 4.49059 1.45432 -3.52154 0.022 0.023 0.042 0.52
H 4.02738 3.91210 -3.56239 0.010 -0.006 0.000 0.44
H 1.76605 4.71420 -2.87706 -0.010 -0.005 -0.015 0.45
H 0.05375 3.02447 -2.21182 0.025 0.067 -0.010 0.62
H 2.45651 -3.44532 -6.95944 -0.016 -0.080 -0.025 0.41
H 0.58546 -5.04264 -7.41673 0.001 0.004 -0.007 0.41
H -1.41629 -4.99027 -5.92245 -0.007 0.019 0.025 0.46
H -1.45056 -3.35111 -4.04277 -0.022 -0.007 0.016 0.42
C 5.31270 -0.31601 5.02901 -0.059 0.049 0.028 -1.57
C 4.16716 0.69776 5.17625 0.103 0.049 0.055 1.98
C 4.67572 2.09582 4.78605 -0.065 -0.085 0.029 -1.61
C 3.73341 0.74264 6.64382 -0.011 -0.029 -0.127 -2.09
C 3.02541 0.29057 4.24780 -0.042 0.017 0.045 0.49
C 1.79734 -0.16476 4.73308 0.002 -0.018 0.015 -0.26
C 0.75208 -0.54847 3.89485 -0.107 -0.075 -0.134 -1.93
C 0.97784 -0.46019 2.54048 0.280 0.189 0.017 0.81
O 0.13703 -0.74707 1.48139 -0.288 -0.069 -0.237 -0.48
B 0.86244 -0.48074 0.30152 -0.186 0.046 0.258 1.08
O 2.12669 -0.03584 0.66085 0.243 0.130 -0.487 -0.47
C 2.19084 -0.01796 2.03804 -0.313 -0.132 0.390 0.34
C 3.22398 0.35843 2.86384 0.047 -0.044 -0.273 -1.28
H 6.11825 -0.06609 5.72074 0.027 -0.005 -0.022 0.45
H 5.72020 -0.30755 4.01699 0.009 -0.033 -0.002 0.34
H 4.97031 -1.32716 5.25445 0.012 -0.004 0.005 0.37
H 5.41896 2.42982 5.51027 0.024 0.015 -0.022 0.47
H 3.85732 2.81833 4.77616 0.021 0.023 0.020 0.35
H 5.14848 2.09567 3.80369 -0.007 0.030 -0.012 0.33
H 4.56669 1.08951 7.25401 0.004 -0.004 0.007 0.44
H 3.44696 -0.24361 7.01207 -0.026 0.013 0.023 0.41
H 2.90140 1.43471 6.78810 -0.007 -0.017 0.053 0.44
H 1.63625 -0.25089 5.79757 0.045 0.058 0.003 0.47
H -0.17801 -0.93098 4.29820 0.017 0.015 -0.017 0.61
H 4.16418 0.68037 2.43643 0.005 0.031 0.042 0.51
C -4.21399 2.72247 1.57931 -0.216 0.184 -0.139 -0.80
N -3.23269 1.68850 2.12954 0.005 -0.006 0.097 0.13
C -2.09542 2.43665 2.83800 0.225 0.142 0.037 -0.77
N -1.49432 3.37557 1.96237 0.049 0.148 0.102 0.22
C -2.48152 4.32943 1.46887 -0.014 -0.079 -0.013 -1.01
N -3.54784 3.64904 0.73869 0.010 0.174 0.012 0.24
C -3.08514 3.07990 -0.52419 0.144 -0.206 -0.220 -1.35
P -1.77726 1.74762 -0.30258 -0.335 0.427 0.718 0.68
C -2.71922 0.81917 1.03147 0.308 -0.185 -0.544 -0.82
C -0.72468 2.76159 0.88533 -0.028 -0.226 -0.210 -0.75
H -4.65953 3.23511 2.43256 0.070 -0.061 0.061 0.35
H -4.98942 2.18757 1.03082 0.037 -0.087 0.051 0.39
H -3.70900 1.10492 2.81819 -0.039 -0.008 -0.004 0.41
H -1.36951 1.69835 3.18085 -0.062 -0.083 -0.030 0.33
H -2.54007 2.94926 3.69193 -0.074 -0.071 -0.015 0.37
H -1.99432 5.04801 0.81226 -0.008 -0.008 0.001 0.38
H -2.91328 4.86999 2.31278 -0.005 -0.029 0.003 0.33
H -2.66224 3.88407 -1.12881 -0.037 -0.005 -0.033 0.46
H -3.93268 2.67284 -1.07983 0.033 -0.036 -0.002 0.46
H -2.04696 0.07080 1.44015 0.073 -0.098 0.214 0.24
H -3.56158 0.29779 0.57845 -0.031 0.023 0.011 0.48
H -0.23145 3.55716 0.32331 0.032 -0.044 -0.022 0.56
H 0.06190 2.13315 1.30863 0.004 -0.025 0.016 0.16
```
Positions in Å, forces in eV/Å.

Summary:
- Frontier orbital gap: 8.0 eV
- Charge: +2
- F_max: 0.90 eV/A
- E_HOMO: -0.4726 hartree
- 2S+1: 1